1.
The following is a DFT calculation (wB97M-V/def2-TZVPD) of a 2-piece molecular cluster, C6H14O overall.

Each line ends with the natural charge from an NBO analysis.
Atoms and positions in Å:
C: 2.445188 -1.569418 -0.548447  -0.260
O: 2.238890 -0.749404 0.612230  -0.481
C: 2.304347 0.536152 0.409308  0.063
C: -0.803166 0.500531 -0.022639  -0.227
C: -1.417086 1.862812 0.293918  -0.603
C: -1.382599 -0.111474 -1.297606  -0.601
C: -0.934545 -0.462711 1.157489  -0.608
H: 2.865360 -0.954655 -1.347598  0.209
H: 1.473316 -1.975246 -0.845993  0.191
H: 3.116064 -2.381936 -0.263214  0.194
H: 0.265288 0.676176 -0.215702  0.199
H: 2.042557 0.944587 1.417124  0.082
H: -0.979984 2.279225 1.209824  0.206
H: -2.502146 1.789373 0.443173  0.200
H: -1.230988 2.576094 -0.517179  0.210
H: -0.939088 -1.096085 -1.494069  0.199
H: -1.183629 0.522809 -2.168536  0.210
H: -2.468652 -0.246651 -1.214004  0.202
H: -0.357449 -1.380274 0.989722  0.205
H: -1.982627 -0.750076 1.315013  0.204
H: -0.569059 -0.009828 2.087182  0.208

Forces on the atoms, in the same order (eV/Å):
0.035 -0.198 -0.191
0.062 0.433 -0.059
0.001 -0.338 0.317
0.032 -0.004 0.020
-0.027 0.059 0.018
-0.013 -0.027 -0.049
0.000 -0.024 0.041
-0.051 -0.102 0.121
0.169 0.053 0.058
-0.085 0.113 -0.056
-0.171 -0.008 0.016
0.089 -0.023 -0.130
-0.083 -0.053 -0.145
0.144 -0.017 -0.028
-0.070 -0.109 0.100
-0.085 0.148 0.020
-0.061 -0.067 0.119
0.143 0.027 0.007
-0.122 0.128 0.015
0.140 0.072 -0.042
-0.047 -0.061 -0.150

Values from the calculation:
spin multiplicity = 1
molecular weight = 102.2 g/mol
total energy = -312.1248 Eh
energy above the lowest of the compared OMol25 structures with the same formula, charge and spin = 341.9 kJ/mol
HOMO = -8.684 eV



2.
The following is a DFT calculation (wB97M-V/def2-TZVPD) of a 2-piece molecular cluster, C6H14O overall in a non-equilibrium geometry.

Each line ends with the natural charge from an NBO analysis.
Atoms and positions in Å:
C: 0.660545 0.252088 3.012717  -0.444
C: -0.061581 -0.422781 2.128092  -0.191
C: -1.132805 0.127709 1.273648  -0.435
C: -1.314802 -0.440505 -0.137952  -0.419
C: -0.223673 -0.039799 -1.124146  -0.059
O: -0.539752 -0.590748 -2.380343  -0.536
C: 0.435080 -0.282949 -3.343696  -0.247
H: 0.499115 1.317240 3.173356  0.191
H: 2.478962 1.397039 0.958379  0.007
H: 1.343135 -0.278858 3.665319  0.200
H: 0.102420 -1.496481 2.016031  0.199
H: -1.776590 -0.425812 2.145426  0.253
H: -1.295306 1.222274 1.338346  0.217
H: 1.778677 1.299996 0.723942  -0.009
H: -2.276807 -0.108562 -0.545245  0.216
H: -1.331695 -1.534882 -0.078473  0.209
H: -0.162400 1.062196 -1.198358  0.159
H: 0.751525 -0.429833 -0.784721  0.165
H: 0.534978 0.806319 -3.489695  0.164
H: 0.107287 -0.741430 -4.278621  0.194
H: 1.423689 -0.692221 -3.074005  0.164

Forces on the atoms, in the same order (eV/Å):
-0.240 -0.190 0.371
2.201 0.385 -0.555
-1.645 -1.252 2.161
-0.160 -0.100 0.375
-0.022 0.070 0.452
-0.030 0.039 0.082
0.137 -0.002 -0.278
0.214 -0.167 -0.080
-0.082 0.050 -0.144
0.016 0.178 0.025
-0.046 0.117 0.020
-0.728 1.519 -2.679
0.261 -0.650 0.136
0.214 0.068 0.007
0.119 -0.140 0.076
-0.079 0.114 -0.087
0.097 -0.202 0.032
-0.085 0.199 -0.023
-0.030 -0.220 0.049
0.096 0.095 0.060
-0.209 0.089 -0.001

Values from the calculation:
SMILES = C=CCCCOC.[H][H]
spin multiplicity = 1
molecular weight = 102.2 g/mol
total energy = -312.1328 Eh
energy above the lowest of the compared OMol25 structures with the same formula, charge and spin = 320.8 kJ/mol
HOMO = -8.961 eV



3.
The following is a DFT calculation (wB97M-V/def2-TZVPD) of one molecule with the formula C6H14O.

Each line ends with the natural charge from an NBO analysis.
Atoms and positions in Å:
C: 0.874041 1.206705 -1.451681  -0.608
C: 0.550646 1.097051 0.044207  -0.222
C: 1.660901 1.584508 0.980986  -0.600
C: 0.199056 -0.343626 0.440029  -0.405
C: -1.084970 -0.885504 -0.169208  0.098
C: -1.329785 -2.343722 0.197908  -0.628
O: -2.141361 -0.060030 0.305115  -0.726
H: 1.067578 2.241322 -1.756780  0.211
H: 0.021986 0.857956 -2.047541  0.205
H: 1.743884 0.601982 -1.742180  0.198
H: -0.335999 1.717385 0.224744  0.211
H: 1.965865 2.619673 0.792379  0.208
H: 2.553641 0.948319 0.915594  0.198
H: 1.302253 1.529774 2.016838  0.208
H: 0.096347 -0.399424 1.532730  0.208
H: 1.032876 -1.005765 0.163777  0.200
H: -1.019554 -0.810640 -1.266910  0.152
H: -1.440791 -2.450821 1.282290  0.212
H: -0.502554 -2.979012 -0.137024  0.213
H: -2.246139 -2.712451 -0.279791  0.202
H: -2.967920 -0.413681 -0.045482  0.466

Forces on the atoms, in the same order (eV/Å):
0.011 0.005 -0.007
-0.072 -0.013 0.028
0.032 0.031 0.001
-0.008 -0.051 0.013
0.313 -0.184 -0.127
-0.020 -0.053 0.008
-0.288 -0.018 -0.107
0.022 -0.124 0.143
0.166 0.085 0.071
-0.091 0.079 0.162
0.081 -0.096 0.036
-0.075 -0.148 -0.090
-0.122 0.095 -0.079
0.107 0.047 -0.162
-0.008 -0.016 -0.136
-0.118 0.076 0.016
-0.051 -0.004 0.146
0.039 0.028 -0.130
-0.104 0.101 0.039
0.115 0.036 0.082
0.072 0.125 0.092

Values from the calculation:
SMILES = CC(C)C[C@@H](C)O
spin multiplicity = 1
molecular weight = 102.2 g/mol
total energy = -312.2493 Eh
energy above the lowest of the compared OMol25 structures with the same formula, charge and spin = 15.1 kJ/mol
HOMO = -10.217 eV